# 1
This record from the OMol25 dataset describes a single C8H11NO2 molecule in a non-equilibrium geometry. The level of theory is ωB97M-V with the def2-TZVPD basis set.

Geometry as XYZ:
```
22
Properties=species:S:1:pos:R:3
C -2.35 -1.27 -0.34
C -2.95 -0.12 -0.01
C -0.85 -1.41 -0.17
C -2.29 1.01 0.43
C 1.51 -0.33 1.30
C 1.77 -0.28 -1.31
C 0.85 1.72 0.06
C 0.95 0.19 0.01
N -0.37 -0.21 -0.26
O -0.39 -2.45 0.22
O -2.11 2.00 0.93
H -2.99 -2.12 -0.45
H -4.07 -0.05 -0.14
H 0.96 -0.08 2.16
H 1.55 -1.49 1.15
H 2.54 -0.17 1.29
H 2.48 0.57 -1.59
H 0.92 -0.34 -2.02
H 2.30 -1.33 -1.27
H 0.28 2.10 0.91
H 1.93 1.95 -0.05
H 0.32 2.12 -0.86
```

The calculation puts the total energy at -14055.59825 eV. For the energy above the lowest of the compared OMol25 structures with the same formula, charge and spin, the calculation gives 432.81 kJ/mol. The calculation puts the HOMO-LUMO gap at 7.1 eV.

# 2
This record from the OMol25 dataset describes a molecular structure, C8H11NO2S in a non-equilibrium geometry. The level of theory is ωB97M-V with the def2-TZVPD basis set.

Geometry as XYZ:
```
23
Properties=species:S:1:pos:R:3
C -0.22 1.22 1.19
C 0.42 1.10 -1.00
C 0.80 0.52 0.35
C 0.74 -0.99 0.21
C -0.23 -1.43 -0.81
C -1.51 1.41 0.36
C -1.17 1.19 -1.05
C 2.13 -1.46 -0.20
N -1.43 -1.00 -0.97
O -2.44 -0.94 1.47
O -3.73 0.02 -0.36
S -2.46 -0.21 0.23
H -0.36 0.89 2.23
H 0.18 2.27 1.24
H 0.57 2.22 -1.11
H 0.86 0.68 -1.85
H 1.79 0.80 0.79
H 0.65 -1.46 1.21
H 0.14 -2.14 -1.63
H -2.25 2.19 0.54
H 2.31 -2.51 -0.08
H 2.86 -0.91 0.46
H 2.35 -1.47 -1.21
```

The calculation puts the total energy at -24888.53470 eV. For the energy above the lowest of the compared OMol25 structures with the same formula, charge and spin, the calculation gives 617.06 kJ/mol. The calculation puts the HOMO-LUMO gap (alpha / beta) at 7.9 / 7.9 eV.